[1]
Entry from the OMol25 dataset: an isolated molecule of C5H7NO (ωB97M-V/def2-TZVPD).

Output
- multiplicity = 1
- Kohn-Sham gap (eV) = 10.68
- SMILES string = CC(=O)[C@@]12C[C@@H]1N2
- energy relative to the best compared isomer or geometry (same formula, charge and spin) (kcal/mol) = 67.8

Geometry (Å):
C1 0.61075 1.89010 -0.38729
C2 -0.55271 1.12062 0.20237
O1 -1.53236 1.69075 0.62666
C3 -0.49779 -0.36226 0.20913
C4 0.09141 -1.40212 -0.71284
C5 0.34182 -1.41164 0.75330
N1 -1.02129 -1.23886 1.23996
H1 0.41859 2.09363 -1.44662
H2 1.56392 1.36052 -0.30174
H3 0.66987 2.85193 0.12832
H4 -0.59628 -2.13593 -1.14314
H5 0.90924 -1.10120 -1.36835
H6 1.23679 -1.40922 1.35938
H7 -1.64196 -1.94632 0.84087

Here are the natural (NBO) charges for atoms 1 to 8, given in e: number 1, C, carries -0.715; number 2, C, carries 0.572; number 3, O, carries -0.511; number 4, C, carries -0.030; number 5, C, carries -0.399; number 6, C, carries -0.066; number 7, N, carries -0.536; number 8, H, carries 0.240

[2]
Entry from the OMol25 dataset: a cluster of 7 separate species, C36H26O25 in total at a distorted geometry (ωB97M-V/def2-TZVPD).

Output
- charge = -1
- multiplicity = 2
- Kohn-Sham gap (alpha / beta) (eV) = 2.60 / 4.68

Geometry (Å):
C1 4.31814 -25.72980 -17.68425
C2 5.24455 -24.87775 -17.23431
C3 4.93518 -23.63419 -16.45553
O1 5.67562 -22.95416 -15.77973
C4 3.52080 -23.29974 -16.47024
C5 2.59090 -24.14053 -16.98898
C6 2.89888 -25.53817 -17.52604
O2 2.04369 -26.46235 -17.86589
O3 1.31703 -23.70767 -17.10734
O4 6.58202 -25.05899 -17.49009
H1 4.57758 -26.62097 -18.23642
H2 3.15944 -22.36036 -16.07860
H3 0.80444 -24.50998 -17.23039
H4 7.00677 -24.50699 -16.82942
C7 11.70499 -21.00405 -17.30249
C8 10.48469 -21.39231 -16.91420
C9 9.87947 -22.69092 -17.25167
O5 8.78523 -23.06089 -16.81157
C10 10.71194 -23.48221 -18.17566
C11 11.90449 -23.10124 -18.67694
C12 12.58165 -21.81194 -18.16942
O6 13.75021 -21.54428 -18.51699
O7 12.61064 -23.83116 -19.57419
O8 9.84735 -20.60263 -16.06509
H5 12.12601 -20.07944 -16.93609
H6 10.37375 -24.48374 -18.39696
H7 13.54632 -23.63577 -19.48515
H8 9.00521 -20.96365 -15.77863
C13 2.64172 -17.86862 -17.33256
C14 1.42879 -18.12501 -16.66891
C15 1.29413 -18.96131 -15.45641
O9 0.25428 -19.13709 -14.77011
C16 2.60201 -19.60491 -15.16537
C17 3.72541 -19.43199 -15.82701
C18 3.89722 -18.49353 -16.99673
O10 4.95914 -18.27225 -17.58083
O11 4.85179 -20.11925 -15.59113
O12 0.22404 -17.78777 -17.17378
H9 2.72425 -17.23243 -18.20139
H10 2.59384 -20.33632 -14.37077
H11 5.53331 -19.71623 -16.13398
H12 -0.47408 -18.11305 -16.60072
C19 7.97475 -21.52300 -9.16713
C20 9.12988 -21.67287 -8.48540
C21 10.48361 -21.98508 -9.05928
O13 11.44867 -22.24535 -8.40356
C22 10.49346 -22.00080 -10.50661
C23 9.41774 -21.81726 -11.23682
C24 7.96501 -21.51300 -10.64434
O14 6.96554 -21.31831 -11.32119
O15 9.52549 -21.64229 -12.58223
O16 9.06866 -21.53982 -7.11313
H13 7.08081 -21.19947 -8.65466
H14 11.46481 -22.21611 -10.92678
H15 8.65541 -21.56627 -12.98072
H16 9.87726 -21.90949 -6.75103
C25 9.26323 -15.72391 -16.53720
C26 8.95482 -17.08017 -16.37817
C27 7.68826 -17.53441 -15.67966
O17 7.46081 -18.73716 -15.38016
C28 6.72007 -16.51607 -15.49306
C29 6.95401 -15.22166 -15.69853
C30 8.25526 -14.68281 -16.20181
O18 8.41547 -13.50778 -16.37777
O19 5.92250 -14.39389 -15.33770
O20 9.78373 -18.05620 -16.84069
H17 10.20949 -15.49101 -17.00277
H18 5.72354 -16.78263 -15.17325
H19 5.99880 -13.55975 -15.80674
H20 9.61982 -18.83357 -16.30180
C31 2.60083 -20.22500 -11.68075
C32 3.90380 -20.16361 -12.02004
C33 4.70772 -18.85366 -12.03029
O21 5.85348 -18.62226 -12.41606
C34 3.99502 -17.76438 -11.42897
C35 2.71127 -17.85951 -11.06159
C36 1.81484 -19.02275 -11.31601
O22 0.61646 -19.11907 -11.03967
O23 2.07289 -16.84539 -10.48384
O24 4.62623 -21.23231 -12.39127
H21 2.13270 -21.19544 -11.60670
H22 4.45669 -16.87311 -11.03035
H23 1.15901 -17.01806 -10.24591
H24 5.57961 -21.12221 -12.36768
O25 7.73070 -21.19504 -14.35807
H25 7.46685 -20.27938 -14.44851
H26 6.98902 -21.69351 -14.70109

Here are the Löwdin charges for atoms 1 to 8, given in e: number 1, C, carries 0.043; number 2, C, carries -0.185; number 3, C, carries -0.296; number 4, O, carries 0.127; number 5, C, carries 0.093; number 6, C, carries -0.206; number 7, C, carries -0.241; number 8, O, carries 0.028

[3]
Entry from the OMol25 dataset: a structure of composition C16H30HfN2OP2Se at a distorted geometry (ωB97M-V/def2-TZVPD).

Output
- multiplicity = 1
- Kohn-Sham gap (alpha / beta) (eV) = 4.46 / 4.46
- energy relative to the best compared isomer or geometry (same formula, charge and spin) (kcal/mol) = 87.8

Geometry (Å):
Hf1 0.23056 -0.15290 0.58127
P1 2.89486 -0.12036 0.18660
P2 -2.59917 0.24365 0.63597
N1 -0.21922 0.59304 -1.17076
H1 1.64811 1.03979 0.50520
C1 3.41891 -1.67251 -0.64928
H2 4.51458 -1.77081 -0.56161
H3 3.15535 -1.60655 -1.71359
H4 2.95128 -2.57256 -0.22408
C2 3.94632 -0.16714 1.70528
H5 4.98856 -0.13825 1.34766
H6 3.80688 -1.09590 2.29239
H7 3.76039 0.70392 2.35514
C3 3.50617 1.20019 -0.92169
H8 4.59958 1.25228 -0.87289
H9 3.10210 2.17996 -0.63755
H10 3.15451 0.96548 -1.93545
C4 -3.65920 -1.01311 -0.16606
H11 -4.71145 -0.75160 0.01788
H12 -3.44940 -2.00628 0.25068
H13 -3.46688 -1.02839 -1.24717
C5 -3.44024 0.39797 2.25168
H14 -4.48215 0.71795 2.10133
H15 -2.90550 1.13152 2.86648
H16 -3.42385 -0.57209 2.76598
C6 -3.19258 1.74915 -0.22201
H17 -4.26356 1.89983 -0.02610
H18 -3.01198 1.64385 -1.29779
H19 -2.61404 2.60449 0.14436
C7 -0.16893 1.47404 -2.16565
C8 -0.01948 1.88502 -4.54554
C9 -0.06199 0.98389 -3.51770
C10 -0.09851 2.88724 -1.91005
C11 -0.05859 3.75983 -2.98782
C12 -0.02836 3.25581 -4.28340
H20 0.02784 1.48165 -5.56560
H21 0.04907 -0.10566 -3.62128
H22 -0.01105 3.22502 -0.85290
H23 -0.04666 4.83454 -2.77723
H24 -0.00660 3.94216 -5.11298
C13 -0.47253 -3.28115 1.51629
O1 -0.34091 -2.09050 0.93679
C14 0.47939 -4.33177 1.03774
H25 1.25728 -4.54961 1.78638
H26 1.01753 -3.96837 0.15397
H27 -0.02097 -5.24947 0.69756
C15 -1.18379 -3.21383 2.82939
H28 -2.13632 -3.77392 2.81909
H29 -1.49046 -2.13411 3.03268
H30 -0.50943 -3.57664 3.67815
Se1 -0.17452 2.60258 4.70245
C16 -0.16687 1.48345 3.38724
N2 -0.07404 0.80519 2.40057

Here are the natural (NBO) charges for atoms 1 to 8, given in e: number 1, Hf, carries 1.506; number 2, P, carries 0.936; number 3, P, carries 0.924; number 4, N, carries -0.972; number 5, H, carries -0.262; number 6, C, carries -0.967; number 7, H, carries 0.207; number 8, H, carries 0.241